(1)
{"formula": "C27H64AsF6N8O7", "method": "ωB97M-V with the def2-TZVPD basis set", "charge": -1, "max_force_ev_per_a": 5.06, "symbols": ["As", "F", "F", "F", "F", "F", "F", "C", "C", "N", "C", "C", "C", "C", "H", "H", "H", "H", "H", "H", "H", "H", "H", "H", "H", "H", "H", "H", "H", "C", "C", "O", "N", "C", "H", "H", "H", "H", "H", "H", "H", "C", "C", "O", "N", "C", "H", "H", "H", "H", "H", "H", "H", "C", "C", "O", "N", "C", "H", "H", "H", "H", "H", "H", "H", "C", "C", "O", "N", "C", "H", "H", "H", "H", "H", "H", "H", "C", "C", "O", "N", "C", "H", "H", "H", "H", "H", "H", "H", "C", "C", "O", "N", "C", "H", "H", "H", "H", "H", "H", "H", "C", "C", "O", "N", "C", "H", "H", "H", "H", "H", "H", "H"], "xyz": [[-1.483, -22.038, 3.136], [-1.213, -21.512, 1.425], [-1.117, -20.330, 3.590], [-1.653, -22.338, 4.940], [-2.000, -23.607, 2.560], [0.199, -22.555, 3.160], [-3.220, -21.542, 3.015], [2.226, -24.923, 4.024], [3.212, -25.672, 4.789], [4.577, -25.272, 4.386], [5.654, -26.196, 4.817], [6.989, -26.146, 4.007], [4.922, -23.858, 4.598], [4.993, -23.314, 6.044], [1.870, -24.081, 4.618], [1.423, -25.609, 3.753], [2.757, -24.700, 3.099], [3.167, -25.731, 5.877], [3.178, -26.739, 4.569], [5.911, -26.162, 5.876], [5.122, -27.144, 4.742], [7.018, -25.971, 2.932], [7.439, -25.250, 4.435], [7.485, -27.099, 4.190], [4.155, -23.228, 4.147], [5.744, -23.621, 3.923], [5.601, -23.959, 6.679], [3.975, -23.447, 6.412], [5.449, -22.333, 5.915], [-2.345, -23.017, -1.370], [-1.413, -23.401, -2.516], [-1.293, -24.560, -2.822], [-0.873, -22.461, -3.197], [0.066, -22.656, -4.273], [-1.678, -22.376, -0.793], [-2.919, -23.720, -0.767], [-2.990, -22.247, -1.792], [-1.100, -21.528, -2.884], [-0.446, -22.452, -5.213], [0.429, -23.683, -4.314], [0.917, -21.986, -4.397], [-0.992, -27.311, 2.084], [-1.949, -28.207, 1.391], [-2.088, -29.341, 1.759], [-2.685, -27.828, 0.381], [-2.796, -26.413, -0.050], [0.016, -27.335, 1.670], [-0.748, -27.571, 3.113], [-1.336, -26.278, 2.150], [-3.388, -28.401, -0.063], [-3.291, -26.021, 0.839], [-3.274, -26.540, -1.021], [-1.859, -25.900, -0.266], [3.117, -21.275, 2.285], [2.526, -20.024, 1.548], [3.161, -19.363, 0.660], [1.339, -19.631, 1.996], [0.641, -18.508, 1.351], [4.170, -21.189, 2.553], [3.135, -22.208, 1.721], [2.714, -21.422, 3.287], [0.809, -20.271, 2.570], [0.294, -18.793, 0.358], [1.266, -17.615, 1.340], [-0.264, -18.170, 1.855], [-6.871, -17.879, 3.805], [-7.786, -19.089, 3.917], [-8.980, -18.906, 3.805], [-7.383, -20.303, 4.220], [-6.050, -20.566, 4.674], [-5.822, -17.959, 3.518], [-6.858, -17.367, 4.767], [-7.369, -17.278, 3.045], [-8.051, -21.050, 4.345], [-6.062, -21.349, 5.432], [-5.722, -19.659, 5.181], [-5.371, -20.867, 3.876], [-0.549, -28.012, 8.343], [-0.515, -27.146, 7.117], [0.343, -27.301, 6.319], [-1.359, -26.102, 7.161], [-1.357, -24.970, 6.302], [-0.340, -29.064, 8.150], [-1.428, -27.928, 8.983], [0.246, -27.615, 8.974], [-1.849, -26.135, 8.043], [-0.766, -24.231, 6.843], [-2.337, -24.532, 6.116], [-0.833, -25.176, 5.368], [-9.588, -24.220, 3.344], [-8.328, -24.012, 2.557], [-8.388, -23.967, 1.348], [-7.266, -23.840, 3.319], [-5.957, -23.761, 2.769], [-9.744, -25.269, 3.596], [-10.375, -23.956, 2.637], [-9.666, -23.692, 4.294], [-7.368, -23.883, 4.323], [-5.993, -23.064, 1.931], [-5.596, -24.752, 2.494], [-5.354, -23.205, 3.487], [-3.821, -19.759, 0.592], [-4.111, -18.550, 1.505], [-4.958, -17.713, 1.136], [-3.313, -18.476, 2.613], [-3.211, -17.207, 3.372], [-4.474, -19.709, -0.280], [-3.818, -20.751, 1.043], [-2.805, -19.581, 0.238], [-2.644, -19.175, 2.902], [-2.267, -16.740, 3.092], [-3.386, -17.385, 4.433], [-3.913, -16.439, 3.046]], "forces_ev_per_a": [[-0.67, 0.87, -0.12], [-0.35, -0.42, 1.50], [0.05, -1.15, -0.25], [0.09, -0.06, -2.53], [0.39, 0.53, 0.78], [-1.08, 0.52, 0.38], [1.51, -0.43, 0.42], [-0.97, 0.00, -0.24], [2.93, -1.91, 0.95], [1.41, 0.58, 0.26], [-1.55, -0.40, -1.40], [-1.00, 0.56, 0.88], [-0.84, -0.12, -0.51], [0.53, -1.54, -1.16], [-0.23, 0.28, -0.71], [-0.40, 0.39, 0.18], [-0.44, 0.70, -0.08], [-0.67, 0.71, 0.44], [-0.16, -0.14, -0.43], [0.16, 0.48, 0.36], [0.50, -0.48, -0.29], [-0.90, -0.17, -0.04], [1.01, -0.39, 0.02], [0.52, 0.38, 0.28], [-0.43, -0.25, -0.20], [0.69, -0.10, 0.56], [0.36, 0.19, 0.04], [0.02, 0.98, 0.32], [-0.58, 0.24, 0.80], [1.04, 2.34, -0.66], [-3.12, -3.38, 2.11], [0.67, -2.34, -0.42], [1.99, 4.18, -0.92], [-0.26, -0.17, -1.54], [-0.22, -0.26, 1.04], [0.58, -0.24, -0.51], [-0.64, -0.15, 0.01], [0.36, 0.06, -0.29], [-0.29, -0.40, -0.26], [-0.22, 0.11, 0.30], [0.04, 0.23, 1.21], [0.85, 1.45, 0.65], [0.34, -1.16, 1.10], [0.22, -2.84, 1.40], [-0.22, 2.96, -2.84], [0.25, -1.57, 0.36], [-0.17, 0.17, -0.74], [-0.76, -0.67, 0.04], [0.15, 0.17, -0.34], [0.54, -0.56, 0.72], [-0.57, 1.35, -0.94], [-0.71, 1.03, 0.34], [0.14, -0.27, 0.30], [0.54, 0.51, 0.16], [2.86, 0.76, -1.52], [-1.51, -2.01, 2.22], [-1.16, 0.64, 0.02], [-0.17, -0.07, 0.16], [0.27, 0.83, -0.56], [-0.71, 0.13, -0.19], [-0.82, -0.16, -0.30], [-0.01, 0.20, -0.02], [0.40, 0.15, -0.22], [0.30, -0.32, -0.39], [0.04, -0.65, 0.60], [0.24, -0.06, -0.23], [-1.07, 1.19, 0.07], [-1.32, 0.66, -0.50], [1.59, -1.94, 0.45], [0.46, -0.02, 0.39], [-0.21, -0.64, -0.13], [-0.34, 0.13, 0.05], [0.14, 0.23, 0.27], [-0.28, 0.56, -0.30], [0.00, -0.10, -0.02], [0.57, -0.19, -0.12], [0.15, 0.19, 0.07], [-0.07, -0.30, 1.04], [-0.79, 0.34, 1.76], [2.05, -0.47, -2.73], [-1.25, -1.49, 0.95], [0.76, 1.12, 0.24], [-0.01, 0.21, -0.21], [-0.34, -0.08, -0.28], [0.31, -0.17, -0.01], [-0.42, 0.79, -0.45], [0.02, 0.61, -0.45], [0.01, -0.37, -0.04], [-0.21, -0.18, 0.08], [-0.99, -0.39, -0.15], [-2.08, 0.05, 0.39], [0.79, -0.16, -0.65], [0.87, 0.04, 1.03], [0.54, 1.15, -0.02], [0.21, -0.19, -0.14], [-0.24, 0.16, 0.45], [0.06, 0.33, -0.17], [-0.07, -0.13, -0.33], [0.06, -0.46, -0.42], [0.41, 0.26, -0.05], [0.51, -0.65, 0.04], [0.17, 0.64, 0.01], [-0.64, -0.54, -1.20], [1.59, -0.83, 1.24], [-1.08, 1.93, 0.23], [-0.13, -0.24, -0.83], [-0.13, -0.03, 0.25], [-0.16, 0.29, 0.17], [0.18, -0.19, -0.10], [-0.20, -0.33, -0.53], [0.42, -0.14, 0.77], [0.50, 0.12, 0.00], [-0.51, -0.58, -0.22]]}

***

(2)
{"formula": "C27H64BrClN8O8P", "method": "ωB97M-V with the def2-TZVPD basis set", "charge": 1, "max_force_ev_per_a": 6.69, "symbols": ["C", "C", "C", "Cl", "N", "C", "C", "C", "Br", "P", "O", "H", "H", "H", "H", "H", "H", "H", "H", "H", "H", "H", "H", "H", "H", "H", "C", "C", "O", "N", "C", "H", "H", "H", "H", "H", "H", "H", "C", "C", "O", "N", "C", "H", "H", "H", "H", "H", "H", "H", "C", "C", "O", "N", "C", "H", "H", "H", "H", "H", "H", "H", "C", "C", "O", "N", "C", "H", "H", "H", "H", "H", "H", "H", "C", "C", "O", "N", "C", "H", "H", "H", "H", "H", "H", "H", "C", "C", "O", "N", "C", "H", "H", "H", "H", "H", "H", "H", "C", "C", "O", "N", "C", "H", "H", "H", "H", "H", "H", "H"], "xyz": [[1.473, 1.798, -3.022], [1.351, 3.312, -2.348], [0.941, 4.491, -3.388], [1.071, 3.773, -5.112], [-0.336, 5.240, -3.114], [-1.610, 4.600, -3.605], [-2.062, 3.221, -2.858], [-3.585, 3.438, -2.199], [-2.316, 1.832, -4.304], [-0.493, 5.808, -1.392], [-1.294, 7.200, -1.450], [0.473, 1.406, -3.486], [1.706, 1.076, -2.100], [2.413, 1.686, -3.736], [2.449, 3.548, -1.943], [0.684, 3.188, -1.399], [1.813, 5.307, -3.337], [-0.254, 6.154, -3.656], [-2.477, 5.393, -3.385], [-1.660, 4.434, -4.779], [-1.389, 2.873, -1.970], [-3.730, 4.497, -1.722], [-3.678, 2.606, -1.351], [-4.389, 3.168, -3.017], [-1.256, 4.836, -0.638], [0.858, 5.995, -0.845], [-1.222, 3.375, 2.775], [-1.467, 2.569, 1.527], [-0.787, 2.707, 0.511], [-2.485, 1.659, 1.549], [-3.384, 1.357, 2.638], [-0.385, 4.055, 2.611], [-2.108, 3.968, 3.015], [-0.971, 2.710, 3.605], [-2.594, 1.153, 0.678], [-3.276, 0.297, 2.883], [-4.405, 1.547, 2.297], [-3.180, 1.957, 3.526], [-2.630, 7.555, 0.913], [-2.399, 7.175, 2.351], [-2.250, 6.006, 2.706], [-2.360, 8.180, 3.275], [-2.513, 9.597, 3.051], [-2.637, 6.655, 0.294], [-3.597, 8.053, 0.810], [-1.825, 8.206, 0.566], [-2.201, 7.853, 4.221], [-1.605, 10.096, 3.401], [-3.365, 9.944, 3.642], [-2.678, 9.840, 2.000], [3.740, -0.606, 2.026], [2.622, -0.064, 1.176], [2.739, 0.099, -0.038], [1.447, 0.249, 1.797], [1.123, 0.127, 3.198], [4.610, -0.810, 1.399], [4.023, 0.130, 2.782], [3.429, -1.540, 2.500], [0.740, 0.607, 1.166], [0.262, -0.540, 3.291], [0.853, 1.118, 3.571], [1.953, -0.268, 3.786], [4.415, -4.953, 1.144], [5.587, -4.163, 1.663], [5.498, -3.422, 2.641], [6.778, -4.291, 1.008], [7.074, -5.104, -0.147], [3.537, -4.752, 1.762], [4.190, -4.655, 0.116], [4.635, -6.022, 1.193], [7.522, -3.733, 1.409], [7.870, -5.803, 0.124], [7.428, -4.446, -0.945], [6.205, -5.664, -0.499], [-2.929, -1.384, -5.734], [-3.737, -2.500, -5.127], [-3.620, -2.830, -3.947], [-4.623, -3.154, -5.934], [-4.898, -2.912, -7.330], [-2.268, -0.958, -4.976], [-2.314, -1.771, -6.551], [-3.594, -0.597, -6.096], [-5.132, -3.891, -5.461], [-5.958, -2.666, -7.430], [-4.688, -3.832, -7.882], [-4.297, -2.099, -7.740], [-1.700, -4.634, -0.977], [-0.894, -5.873, -1.263], [0.331, -5.901, -1.149], [-1.569, -6.991, -1.661], [-2.991, -7.150, -1.851], [-1.031, -3.827, -0.672], [-2.232, -4.320, -1.879], [-2.404, -4.827, -0.165], [-0.966, -7.787, -1.836], [-3.335, -7.948, -1.188], [-3.164, -7.445, -2.889], [-3.546, -6.235, -1.636], [2.586, -6.584, 6.162], [3.273, -5.988, 4.962], [2.931, -6.254, 3.810], [4.308, -5.127, 5.186], [4.848, -4.698, 6.454], [1.785, -7.248, 5.832], [3.300, -7.168, 6.748], [2.149, -5.791, 6.773], [4.723, -4.764, 4.336], [4.761, -3.609, 6.509], [5.905, -4.977, 6.485], [4.330, -5.147, 7.303]], "forces_ev_per_a": [[0.49, -0.77, 1.44], [1.14, -1.30, 0.29], [3.60, -0.69, 0.16], [-0.69, 1.48, 1.53], [0.44, 0.16, -1.48], [-3.44, -0.37, -0.67], [-1.40, 1.12, 0.84], [0.41, -1.42, 0.15], [0.53, 0.77, 1.24], [-3.07, 5.76, 1.44], [3.36, -5.19, -0.70], [2.01, 0.99, 0.65], [-0.47, 1.61, -1.87], [-2.30, 0.46, 1.37], [-2.50, -0.31, -0.92], [0.88, 0.56, -1.69], [-2.13, -1.71, -0.25], [-0.25, -1.07, 0.83], [2.06, -1.54, -0.37], [0.83, 0.50, 2.60], [-0.90, 0.40, -2.04], [0.29, -1.97, -0.98], [0.09, 1.94, -1.79], [1.59, 0.94, 1.73], [0.98, 0.01, -0.75], [-1.03, -0.73, -0.85], [0.08, -0.21, -0.06], [-0.67, -0.42, 0.51], [0.15, 0.24, -0.69], [1.04, 0.79, -0.38], [-0.28, -0.34, -0.11], [-0.22, -0.13, -0.04], [0.27, -0.19, 0.09], [-0.11, 0.04, 0.01], [-0.01, 0.01, 0.22], [-0.18, 0.12, 0.20], [-0.01, -0.06, 0.30], [0.04, -0.07, -0.28], [-0.11, -0.10, 0.31], [-0.07, 0.16, 0.72], [-0.07, 0.50, -0.32], [0.04, -0.97, -0.61], [0.04, 0.13, 0.43], [-0.10, 0.26, 0.37], [0.14, 0.10, -0.08], [-0.32, 0.00, -0.03], [-0.04, 0.11, -0.20], [-0.17, 0.23, -0.14], [0.09, 0.25, -0.18], [0.04, -0.16, 0.21], [0.05, -0.02, -0.16], [-0.15, 0.16, -0.50], [-0.10, 0.05, 0.39], [0.57, -0.11, -0.49], [-0.37, 0.12, -0.19], [-0.25, 0.03, 0.06], [-0.03, -0.18, 0.09], [0.18, 0.11, 0.12], [0.12, -0.02, 0.14], [0.07, 0.01, 0.32], [0.02, -0.13, 0.29], [-0.14, 0.07, -0.22], [-0.14, 0.16, 0.07], [0.29, 0.10, -0.01], [0.02, -0.18, -0.03], [-0.70, 0.27, 0.60], [0.40, 0.14, 0.01], [0.26, -0.10, -0.03], [0.04, -0.19, -0.01], [-0.14, 0.07, -0.13], [-0.15, -0.16, -0.12], [-0.08, -0.10, -0.29], [-0.03, -0.28, -0.16], [0.14, 0.18, 0.17], [0.17, 0.11, 0.05], [-0.33, -0.65, 0.74], [0.03, 0.28, -0.61], [0.54, 0.38, 0.59], [-0.31, -0.36, 0.02], [-0.16, -0.26, -0.04], [-0.11, 0.18, -0.06], [0.10, -0.05, -0.18], [0.12, 0.18, -0.13], [0.11, 0.06, -0.31], [-0.06, 0.22, -0.24], [-0.09, -0.17, 0.18], [0.02, 0.16, 0.01], [0.99, -0.36, 0.02], [-0.78, 0.10, -0.09], [0.42, 0.52, 0.18], [0.14, -0.42, -0.10], [0.01, -0.26, -0.07], [-0.16, 0.03, 0.14], [-0.10, 0.07, -0.15], [-0.16, 0.20, 0.05], [-0.29, 0.10, -0.11], [-0.32, 0.05, 0.09], [0.22, -0.14, -0.04], [-0.18, -0.15, -0.01], [0.26, 0.22, -0.80], [0.07, 0.05, 0.62], [-0.70, -0.64, -0.17], [0.23, 0.19, -0.32], [0.19, 0.16, -0.07], [-0.11, 0.14, 0.12], [0.12, -0.13, 0.13], [0.01, 0.19, 0.06], [0.12, -0.05, 0.29], [-0.04, 0.12, 0.30], [0.06, 0.04, -0.23]]}

***

no.,HOMO-LUMO gap (eV)
1,8.34
2,7.39